Entry 1:
74
Properties=species:S:1:pos:R:3 method="wB97M-V/def2-TZVPD" energy_ev=-174250.384 lumo_energy_ev=-4.80 e_above_lowest_ev=14.344 charge=+1
Ir -1.20508 2.91337 -0.58172
C 6.77380 -8.93544 -1.04605
O 6.01752 -8.35027 -2.09402
C 5.34341 -7.21518 -1.81989
C 4.60014 -6.67957 -2.87658
C 3.87601 -5.52484 -2.70173
C 3.86814 -4.86432 -1.46878
C 4.60883 -5.40168 -0.42579
C 5.34432 -6.56740 -0.58930
C 3.08208 -3.64064 -1.32692
N 2.34964 -3.09554 -2.27167
C 1.79474 -1.98141 -1.70620
C 2.18996 -1.83829 -0.40278
N 3.01810 -2.90744 -0.16875
C 1.76903 -0.76368 0.43301
C 2.15939 -0.58084 1.75178
C 1.68253 0.53156 2.38487
C 0.81890 1.39891 1.72162
N 0.33096 1.27308 0.43032
C 0.89768 0.18308 -0.13888
C 0.45923 0.04292 -1.52923
N -0.39528 1.01728 -1.99184
C -0.75599 0.87321 -3.26207
C -0.35258 -0.15834 -4.10480
C 0.48517 -1.12741 -3.63474
C 0.91286 -1.03219 -2.30886
H 7.23014 -9.83168 -1.45547
H 6.13263 -9.22249 -0.20990
H 7.56672 -8.26420 -0.70949
H 4.60169 -7.18514 -3.83240
H 3.30451 -5.12049 -3.52540
H 4.63390 -4.92750 0.54841
H 5.90641 -6.95033 0.24918
H 3.49279 -3.11876 0.69051
H 2.83411 -1.26624 2.25062
H 1.97713 0.76395 3.39956
H 0.56581 2.44922 2.37671
H -1.41081 1.63030 -3.65816
H -0.71057 -0.17511 -5.12417
H 0.82060 -1.94546 -4.25813
F -2.20011 3.90502 4.81559
C -1.59446 5.00934 4.35191
F -0.27821 4.87698 4.55537
F -2.00031 6.02318 5.14063
C -1.93805 5.29931 2.91858
C -2.57728 6.47257 2.56099
C -2.87946 6.71196 1.23711
C -2.53910 5.76458 0.29244
N -1.90465 4.60353 0.58161
C -1.61936 4.39754 1.91976
S -0.79425 2.88636 2.01440
H -2.84136 7.20339 3.31298
H -3.37384 7.61910 0.92485
H -2.77064 6.01962 -0.74062
O -1.60155 3.11404 -2.44472
Cl -3.65917 3.96928 -3.66653
Ge -2.81982 4.65199 -1.76813
Cl -1.64584 6.50254 -2.30605
Cl -4.70475 4.98386 -0.38346
C -4.29163 0.40527 3.81022
C -5.07430 1.29438 2.83964
C -4.40746 1.36769 1.50678
N -3.38992 2.09519 1.25916
N -2.95062 1.97939 -0.03089
C -3.67646 1.15603 -0.77072
N -3.47218 0.90724 -2.06627
S -4.95970 0.44672 0.12547
H -4.78999 0.37566 4.77754
H -3.28263 0.79041 3.95610
H -4.21465 -0.61675 3.43663
H -5.14510 2.30471 3.24378
H -6.09491 0.92465 2.73404
H -2.87901 1.58647 -2.54133
H -4.24775 0.56379 -2.60974

***

Entry 2:
66
Properties=species:S:1:pos:R:3 method="wB97M-V/def2-TZVPD" energy_ev=-84108.717 lumo_energy_ev="4.70 / 4.70" spin_multiplicity=6 s_squared=9.2019 charge=-2
Dy -0.39041 0.12372 0.34129
O 0.34713 1.14334 2.35995
C 0.14476 2.09932 3.16231
C 0.37626 1.94440 4.57074
C 0.14636 2.96412 5.45331
C -0.30138 4.22967 5.02683
C -0.49193 4.42306 3.67907
C -0.28939 3.39799 2.74269
C -0.40360 3.72834 1.34413
N -0.34799 2.93104 0.34652
C -0.35173 3.56794 -0.96069
C -1.61668 3.22197 -1.73254
N -1.67052 1.79359 -1.87815
C -1.55302 1.30937 -3.04808
C -1.47992 -0.10101 -3.38134
C -1.18746 -0.45459 -4.70207
C -1.02866 -1.77144 -5.08018
C -1.16806 -2.76006 -4.09768
C -1.47275 -2.45168 -2.79295
C -1.64727 -1.10344 -2.37600
O -1.91948 -0.79184 -1.16197
H 0.71421 0.96909 4.89725
H 0.31753 2.78718 6.51136
H -0.47512 5.02702 5.73864
H -0.80626 5.39646 3.30905
H -0.50166 4.80992 1.14886
H 0.50806 3.18147 -1.51644
H -0.24696 4.66074 -0.87427
H -1.62129 3.75074 -2.70242
H -2.48647 3.55821 -1.15763
H -1.47521 1.98972 -3.91665
H -1.05386 0.34188 -5.42987
H -0.76531 -2.03417 -6.09687
H -1.01026 -3.80109 -4.36324
H -1.53074 -3.21819 -2.03099
O -1.75475 -0.75647 2.11194
C -1.06927 -1.24167 3.12684
C -1.42152 -0.94602 4.45405
C -0.71137 -1.47143 5.51794
C 0.36565 -2.32254 5.29770
C 0.70176 -2.65134 3.98932
C 0.01106 -2.13677 2.90415
C 0.41197 -2.53737 1.49929
N 1.10354 -1.44678 0.87340
N 1.55213 -1.82570 -0.40829
C 1.65734 -0.85013 -1.25524
O 1.30767 0.41077 -1.04368
C 2.18073 -1.17895 -2.61152
C 2.27674 -0.17680 -3.57282
C 2.75683 -0.46057 -4.84592
C 3.14255 -1.74966 -5.17706
C 3.04180 -2.75826 -4.22245
C 2.56734 -2.47752 -2.95327
H -2.25668 -0.27380 4.61087
H -0.99293 -1.20754 6.53306
H 0.93220 -2.73108 6.12694
H 1.53140 -3.32547 3.79688
H 1.02290 -3.44976 1.53057
H 1.95735 0.81989 -3.29926
H 2.81593 0.33441 -5.58167
H 3.50953 -1.97166 -6.17333
H 3.32959 -3.77420 -4.47079
H 2.47380 -3.24859 -2.20091
O -2.63114 -3.61452 2.33929
S -2.25298 -2.94365 1.09368
N -0.82010 -2.89962 0.67828

***

Entry 3:
66
Properties=species:S:1:pos:R:3 method="wB97M-V/def2-TZVPD" energy_ev=-88850.353 lumo_energy_ev=-8.91 e_above_lowest_ev=0.000 charge=+3
Pd 0.28633 -0.33165 -0.33042
O 2.36251 -0.82339 -2.00035
N 2.23045 -0.71248 -0.62059
C 3.28559 -0.78824 0.08942
C 3.36494 -0.70204 1.53799
C 4.64526 -0.79105 2.08297
C 4.83885 -0.70829 3.45338
C 3.75007 -0.53275 4.28997
C 2.46711 -0.44771 3.75893
C 2.26121 -0.53070 2.38780
P 0.54500 -0.58061 1.84695
C -0.29682 0.79783 2.59288
C 0.41401 1.98778 2.80211
C -0.22631 3.08051 3.35689
C -1.57018 2.99353 3.70376
C -2.28103 1.81963 3.48547
C -1.65473 0.72228 2.92059
C -0.15480 -2.15299 2.31166
C -0.08026 -3.22884 1.42442
C -0.54450 -4.47238 1.81639
C -1.07489 -4.64423 3.08902
C -1.14351 -3.57631 3.97469
C -0.68700 -2.32590 3.59233
H 3.17090 -1.32726 -2.19257
H 4.22852 -0.93724 -0.43488
H 5.49725 -0.92828 1.42868
H 5.83641 -0.78145 3.86386
H 3.89068 -0.46634 5.36034
H 1.62643 -0.31835 4.42958
H 1.46668 2.05263 2.55541
H 0.32310 3.99461 3.53554
H -2.06433 3.84450 4.15343
H -3.32406 1.75742 3.76418
H -2.21096 -0.18886 2.74965
H 0.33120 -3.10018 0.42957
H -0.49478 -5.30698 1.13070
H -1.43681 -5.61721 3.39302
H -1.55298 -3.71741 4.96560
H -0.74105 -1.49985 4.28996
O -2.24111 -2.37822 -1.40014
S -2.33129 -0.98172 -1.19112
O -1.93341 -0.44065 0.11614
N -1.24100 -0.06722 -2.13991
C -1.88691 0.87609 -2.72081
S -1.18688 2.35577 -3.40447
C -3.36221 0.79951 -2.68285
C -4.30790 1.54621 -3.36130
C -5.65096 1.21879 -3.18273
C -6.03450 0.17379 -2.35323
C -5.08694 -0.58605 -1.66397
C -3.77007 -0.24018 -1.84927
H -4.03033 2.35188 -4.02913
H -6.40807 1.78237 -3.71051
H -7.08422 -0.06163 -2.24214
H -5.38108 -1.40517 -1.02192
S 0.71746 2.38788 -2.66242
C 1.71634 2.18042 -4.10040
N 1.21969 2.09002 -5.34622
C 2.03667 2.04571 -6.42480
C 3.38787 2.10386 -6.22903
C 3.83289 2.18303 -4.90813
N 3.00602 2.20818 -3.86399
H 0.21231 2.05480 -5.47934
H 1.55909 1.97279 -7.39248
H 4.07356 2.08812 -7.06308
H 4.89147 2.22994 -4.68112